No. 1
Computed, not measured: a structure of composition C56H51BCl4N11O3RbS at a distorted geometry, with wB97M-V/def2-TZVPD.

Each line ends with the Löwdin charge.
CARTESIAN COORDINATES (ANGSTROEM)
Rb (-4.76, -21.35, 12.06)  0.782
Cl (1.07, -14.90, 8.39)  0.651
C (-0.23, -15.97, 8.48)  -0.725
C (-0.19, -17.16, 7.71)  -0.121
C (-1.14, -18.20, 7.89)  -0.025
C (-2.20, -18.05, 8.83)  -0.178
C (-2.18, -16.91, 9.67)  -0.025
C (-1.19, -15.94, 9.55)  -0.101
C (-3.21, -19.10, 9.12)  -0.067
C (-2.84, -20.48, 9.30)  -0.273
C (-1.45, -20.93, 9.59)  -0.062
C (-1.44, -22.30, 9.63)  -0.049
C (-2.81, -22.69, 9.32)  -0.237
C (-3.37, -24.09, 9.19)  -0.032
C (-2.49, -25.16, 8.76)  -0.163
C (-2.76, -26.45, 9.36)  -0.015
C (-1.98, -27.58, 9.16)  -0.080
C (-0.75, -27.35, 8.45)  -0.736
Cl (0.39, -28.59, 8.51)  0.658
C (-0.51, -26.19, 7.77)  -0.123
C (-1.41, -25.14, 7.92)  -0.035
C (-4.73, -24.34, 9.51)  -0.229
N (-5.54, -23.60, 10.37)  0.074
C (-6.72, -24.22, 10.50)  -0.243
C (-7.85, -23.73, 11.32)  -0.039
C (-8.78, -24.76, 11.89)  -0.165
C (-9.65, -25.59, 11.14)  -0.046
C (-10.67, -26.28, 11.71)  -0.130
C (-10.97, -26.11, 13.06)  -0.724
Cl (-12.25, -26.92, 13.83)  0.651
C (-10.10, -25.36, 13.85)  -0.104
C (-8.97, -24.79, 13.27)  -0.012
C (-8.18, -22.38, 11.43)  -0.234
C (-9.51, -21.87, 11.86)  -0.004
C (-9.49, -20.51, 11.79)  -0.029
C (-8.18, -20.15, 11.24)  -0.208
N (-7.42, -21.28, 11.11)  0.034
C (-7.86, -18.78, 10.79)  -0.048
C (-6.62, -18.51, 10.13)  -0.230
C (-6.39, -17.25, 9.36)  -0.018
C (-5.12, -17.44, 8.82)  -0.044
C (-4.57, -18.67, 9.33)  -0.281
N (-5.51, -19.29, 10.06)  0.078
C (-8.96, -17.78, 10.73)  -0.165
C (-9.73, -17.44, 11.84)  -0.058
C (-10.79, -16.52, 11.77)  -0.089
C (-11.12, -16.02, 10.48)  -0.706
Cl (-12.37, -14.88, 10.29)  0.624
C (-10.42, -16.42, 9.30)  -0.114
C (-9.28, -17.16, 9.47)  -0.039
C (-6.71, -25.47, 9.80)  -0.027
C (-5.48, -25.56, 9.19)  -0.057
N (-3.62, -21.60, 9.23)  0.089
H (0.61, -17.37, 7.02)  0.085
H (-1.01, -19.21, 7.36)  0.142
H (-2.94, -16.79, 10.40)  0.111
H (-1.15, -15.15, 10.30)  0.097
H (-0.58, -20.33, 9.78)  0.078
H (-0.56, -22.93, 9.74)  0.085
H (-3.61, -26.51, 10.01)  0.095
H (-2.19, -28.52, 9.66)  0.097
H (0.39, -26.12, 7.21)  0.087
H (-1.19, -24.24, 7.36)  0.112
H (-9.39, -25.79, 10.07)  0.116
H (-11.28, -26.90, 11.03)  0.110
H (-10.29, -25.15, 14.89)  0.100
H (-8.29, -24.24, 13.93)  0.100
H (-10.31, -22.50, 12.24)  0.097
H (-10.22, -19.83, 12.18)  0.075
H (-6.96, -16.35, 9.22)  0.082
H (-4.56, -16.96, 8.05)  0.086
H (-9.55, -18.00, 12.76)  0.113
H (-11.40, -16.19, 12.60)  0.090
H (-10.84, -16.06, 8.34)  0.101
H (-8.64, -17.29, 8.61)  0.099
H (-7.50, -26.18, 9.80)  0.064
H (-5.19, -26.38, 8.51)  0.104
B (-5.85, -23.77, 15.37)  -0.554
N (-5.51, -25.26, 15.50)  0.004
C (-5.97, -26.27, 16.22)  -0.122
C (-5.21, -27.47, 15.94)  -0.103
C (-4.26, -27.08, 15.09)  -0.122
N (-4.41, -25.71, 14.76)  -0.030
N (-4.86, -23.04, 16.15)  -0.054
C (-4.17, -23.43, 17.28)  -0.072
C (-3.59, -22.30, 17.86)  -0.076
C (-4.08, -21.23, 17.05)  -0.175
N (-4.90, -21.65, 16.09)  0.059
H (-7.05, -23.51, 15.59)  0.082
H (-5.73, -23.38, 14.27)  0.053
H (-6.84, -26.13, 16.85)  0.099
H (-5.48, -28.43, 16.30)  0.067
H (-3.42, -27.59, 14.64)  0.093
H (-3.95, -24.44, 17.44)  0.097
H (-2.99, -22.23, 18.75)  0.068
H (-3.88, -20.19, 17.00)  0.073
O (-2.43, -19.71, 12.83)  -0.205
H (-1.85, -19.48, 13.66)  -0.040
H (-1.99, -19.40, 12.00)  0.020
O (-5.86, -19.95, 14.21)  -0.226
H (-5.65, -20.67, 14.86)  -0.035
H (-6.32, -19.23, 14.74)  0.056
O (-0.21, -23.52, 12.59)  -0.063
H (0.57, -23.49, 12.02)  0.036
H (0.09, -23.90, 13.43)  0.038
C (2.16, -17.68, 12.76)  -0.058
C (0.94, -18.34, 13.51)  -0.248
N (1.37, -19.18, 14.59)  -0.012
C (0.51, -19.70, 15.53)  -0.797
S (-1.08, -19.10, 15.79)  0.666
N (1.03, -20.68, 16.26)  -0.032
C (2.41, -20.81, 16.58)  -0.266
C (3.08, -19.60, 17.24)  -0.092
H (1.83, -16.93, 12.03)  0.069
H (2.75, -18.44, 12.27)  0.055
H (2.83, -17.15, 13.44)  0.063
H (0.33, -18.90, 12.84)  0.087
H (0.20, -17.67, 13.98)  0.087
H (2.23, -19.70, 14.48)  0.116
H (0.37, -20.96, 16.99)  0.122
H (2.94, -21.06, 15.64)  0.111
H (2.49, -21.72, 17.18)  0.118
H (2.55, -19.21, 18.19)  0.106
H (3.31, -18.81, 16.54)  0.048
H (4.11, -19.90, 17.62)  0.079
N (-3.35, -24.46, 12.98)  0.141
C (-3.59, -25.02, 14.02)  -0.250
H (-2.37, -24.26, 12.70)  0.037

## Properties
net charge = -2
multiplicity = 1
LUMO level (alpha / beta) = 2.91 / 2.92 eV
orbital gap (alpha / beta) = 3.108 / 3.556 eV


No. 2
Computed, not measured: a structure of composition C56H52INO7P4S2SbTi, with wB97M-V/def2-TZVPD.

Each line ends with the Löwdin charge.
CARTESIAN COORDINATES (ANGSTROEM)
Ti (-1.07, -0.39, -0.94)  0.293
C (3.52, 5.58, 3.15)  -0.416
S (3.87, 4.95, 4.80)  0.789
C (2.22, 4.38, 5.32)  -0.493
C (1.89, 2.93, 5.01)  -0.235
C (1.93, 2.64, 3.51)  -0.312
N (1.30, 1.36, 3.15)  -0.473
P (2.41, 0.05, 2.78)  1.022
C (3.49, 0.14, 4.28)  -0.360
C (4.71, 0.79, 4.11)  -0.126
C (5.57, 0.99, 5.18)  -0.089
C (5.24, 0.51, 6.44)  -0.094
C (4.04, -0.18, 6.61)  -0.089
C (3.17, -0.36, 5.55)  -0.086
C (1.40, -1.41, 3.26)  -0.409
C (0.37, -1.38, 4.20)  -0.143
C (-0.28, -2.55, 4.55)  -0.100
C (0.09, -3.76, 3.98)  -0.118
C (1.11, -3.79, 3.04)  -0.098
C (1.75, -2.62, 2.67)  -0.120
P (-0.23, 1.37, 2.37)  1.022
C (-1.18, 2.36, 3.60)  -0.344
C (-1.10, 3.74, 3.75)  -0.109
C (-1.79, 4.38, 4.77)  -0.083
C (-2.57, 3.65, 5.65)  -0.095
C (-2.67, 2.27, 5.51)  -0.088
C (-1.98, 1.63, 4.48)  -0.105
C (-0.03, 2.61, 1.03)  -0.390
C (1.19, 2.73, 0.36)  -0.124
C (1.30, 3.57, -0.75)  -0.085
C (0.19, 4.27, -1.20)  -0.079
C (-1.02, 4.15, -0.54)  -0.081
C (-1.13, 3.32, 0.57)  -0.111
H (4.42, 6.09, 2.81)  0.026
H (2.70, 6.29, 3.17)  0.037
H (3.29, 4.79, 2.44)  0.018
H (1.49, 5.05, 4.87)  0.068
H (2.19, 4.54, 6.40)  0.067
H (0.88, 2.71, 5.38)  0.108
H (2.58, 2.26, 5.54)  0.092
H (2.97, 2.67, 3.16)  0.085
H (1.41, 3.44, 2.98)  0.081
H (4.98, 1.15, 3.13)  0.095
H (6.50, 1.53, 5.03)  0.101
H (5.91, 0.67, 7.27)  0.097
H (3.78, -0.57, 7.59)  0.099
H (2.24, -0.89, 5.71)  0.094
H (0.09, -0.44, 4.65)  0.082
H (-1.09, -2.51, 5.28)  0.101
H (-0.43, -4.67, 4.26)  0.098
H (1.38, -4.73, 2.57)  0.102
H (2.52, -2.64, 1.91)  0.095
H (-0.51, 4.33, 3.05)  0.103
H (-1.72, 5.46, 4.87)  0.101
H (-3.11, 4.15, 6.45)  0.097
H (-3.29, 1.69, 6.18)  0.099
H (-2.07, 0.56, 4.36)  0.091
H (2.04, 2.15, 0.68)  0.079
H (2.24, 3.66, -1.27)  0.081
H (0.26, 4.88, -2.10)  0.107
H (-1.90, 4.66, -0.92)  0.111
H (-2.09, 3.22, 1.05)  0.111
I (-2.09, -2.53, 0.90)  1.172
C (-2.29, -3.81, -0.74)  -0.590
C (-2.81, -5.05, -0.51)  -0.166
C (-2.93, -5.96, -1.59)  -0.094
C (-2.51, -5.60, -2.83)  -0.048
C (-1.96, -4.31, -3.07)  -0.169
C (-1.50, -3.97, -4.36)  -0.042
C (-0.95, -2.74, -4.59)  -0.059
C (-0.88, -1.80, -3.55)  -0.138
C (-1.33, -2.05, -2.27)  -0.217
C (-1.86, -3.36, -2.02)  -0.227
H (-3.12, -5.34, 0.48)  0.084
H (-3.35, -6.94, -1.41)  0.098
H (-2.58, -6.29, -3.66)  0.107
H (-1.57, -4.71, -5.16)  0.106
H (-0.57, -2.48, -5.57)  0.093
H (-0.44, -0.83, -3.78)  0.063
O (-2.83, 0.74, -4.11)  -0.112
P (-2.19, 1.75, -3.05)  0.244
O (-1.83, 3.02, -3.67)  -0.247
O (-1.09, 0.93, -2.32)  -0.424
O (-3.36, 1.97, -1.95)  -0.242
P (-3.81, 0.95, -0.78)  0.208
O (-4.10, -0.41, -1.60)  -0.145
O (-4.99, 1.47, -0.09)  -0.258
O (-2.54, 0.60, 0.00)  -0.457
H (-2.77, -0.18, -3.80)  0.051
H (-4.99, -0.39, -1.99)  0.095
S (0.90, -0.73, -0.44)  0.182
Sb (2.43, 0.68, -3.35)  1.527
C (4.18, -0.31, -2.58)  -0.381
C (5.27, -0.63, -3.39)  -0.140
C (6.45, -1.12, -2.84)  -0.098
C (6.55, -1.28, -1.46)  -0.104
C (5.48, -0.96, -0.65)  -0.093
C (4.30, -0.48, -1.21)  -0.160
C (3.72, 2.24, -4.13)  -0.377
C (4.44, 3.00, -3.20)  -0.151
C (5.27, 4.03, -3.61)  -0.097
C (5.40, 4.32, -4.97)  -0.109
C (4.70, 3.57, -5.90)  -0.100
C (3.87, 2.54, -5.48)  -0.124
C (2.21, -0.43, -5.18)  -0.395
C (1.37, 0.10, -6.16)  -0.157
C (1.05, -0.63, -7.29)  -0.099
C (1.55, -1.91, -7.46)  -0.113
C (2.37, -2.46, -6.48)  -0.098
C (2.69, -1.73, -5.35)  -0.125
H (5.21, -0.48, -4.46)  0.098
H (7.28, -1.37, -3.48)  0.096
H (7.47, -1.66, -1.03)  0.094
H (5.55, -1.08, 0.43)  0.095
H (3.47, -0.24, -0.55)  -0.001
H (4.36, 2.78, -2.14)  0.089
H (5.82, 4.61, -2.88)  0.097
H (6.05, 5.12, -5.29)  0.094
H (4.80, 3.78, -6.95)  0.096
H (3.33, 1.96, -6.22)  0.079
H (0.93, 1.08, -6.02)  0.103
H (0.39, -0.20, -8.04)  0.101
H (1.30, -2.48, -8.34)  0.096
H (2.76, -3.46, -6.60)  0.099
H (3.32, -2.17, -4.59)  0.092

## Properties
net charge = -1
multiplicity = 1
LUMO level = 2.06 eV
orbital gap = 7.564 eV


Which value of net charge does entry 2 give?
-1


Among the records above, which one has the lowest net charge?
C56H51BCl4N11O3RbS